Here is a structure of composition C33H36BrInN4O3SSi from OMol25. Energies are from wB97M-V/def2-TZVPD.

- spin multiplicity = 1
- orbital gap (eV) = 7.0
- largest force on an atom (eV/Å) = 0.6
- net charge = +2

The geometry in XYZ format:
```
80
Properties=species:S:1:pos:R:3:forces:R:3:lowdin_charge:R:1
In -0.349041 -0.139015 0.432584 0.1 0.6 0.0 0.764
C -2.655163 0.489691 2.949725 0.0 0.0 0.0 -0.155
Si -1.007921 -0.060990 3.663816 0.2 0.2 0.0 0.412
C -1.189644 -1.859610 4.149174 0.0 0.0 0.0 -0.144
C -0.593954 1.076562 5.079811 0.0 -0.1 0.0 -0.147
N 0.189698 0.189959 2.382255 -0.1 -0.6 0.1 -0.136
C 1.558286 -0.075571 2.576968 0.1 0.3 -0.1 -0.318
C 2.113245 -0.558581 3.765218 -0.1 0.0 -0.1 -0.031
C 3.478494 -0.753095 3.895523 0.1 0.0 -0.1 -0.058
C 4.333063 -0.486550 2.837407 0.0 0.0 0.1 -0.060
C 3.819947 -0.011821 1.638206 -0.1 0.0 0.0 0.003
C 2.458988 0.197331 1.533425 0.0 -0.1 0.2 -0.204
O 1.851330 0.685075 0.349728 0.0 -0.3 -0.1 -0.108
C 2.702353 0.848055 -0.764361 0.0 0.2 0.0 -0.290
C 3.034104 -0.237693 -1.552458 0.0 0.0 0.0 -0.036
C 3.875827 -0.039125 -2.637248 0.0 0.0 0.0 -0.062
C 4.364795 1.230062 -2.921730 0.0 0.0 0.0 -0.059
C 4.022782 2.304058 -2.113722 0.0 0.0 0.0 -0.047
C 3.188888 2.115053 -1.018470 -0.1 0.0 0.0 0.008
H -3.439590 0.252013 3.671151 0.0 0.0 0.0 0.055
H -2.937819 -0.017380 2.022064 0.0 0.0 0.0 -0.003
H -2.685937 1.568642 2.783156 0.0 0.0 0.0 0.037
H -2.108598 -1.994152 4.723849 0.0 0.0 0.0 0.045
H -0.371446 -2.249347 4.753292 0.1 0.0 0.0 0.038
H -1.264711 -2.492129 3.258788 0.0 0.0 0.0 0.016
H -1.384793 1.067407 5.832170 0.0 0.0 0.0 0.046
H -0.496063 2.097607 4.706395 0.0 0.0 0.0 0.042
H 0.335995 0.816679 5.583573 0.0 0.0 0.0 0.031
H 1.470448 -0.772737 4.605562 0.0 -0.1 0.0 0.086
H 3.875701 -1.114705 4.833900 0.0 0.0 0.0 0.117
H 5.397388 -0.644359 2.937106 0.0 0.0 0.0 0.115
H 4.477809 0.204557 0.809433 0.0 0.0 0.0 0.126
H 2.660357 -1.223669 -1.307484 0.0 0.0 0.0 0.104
H 4.163670 -0.880775 -3.253631 0.0 0.0 0.0 0.117
H 5.026081 1.377623 -3.764222 0.0 0.0 0.0 0.115
H 4.417780 3.288686 -2.322562 0.0 0.0 0.0 0.117
H 2.934057 2.934271 -0.358453 0.0 0.0 0.0 0.129
Br 0.780628 -2.951770 0.504477 0.1 0.0 0.1 0.983
C -1.095600 -3.098419 0.331527 0.1 -0.1 0.0 -0.689
C -1.707037 -4.336430 0.357053 0.0 0.1 0.0 -0.053
C -3.087203 -4.368936 0.230539 0.0 0.1 0.0 0.005
C -3.786964 -3.177753 0.080573 0.0 0.0 0.0 -0.003
C -3.085006 -1.991136 0.073601 -0.2 0.0 0.0 -0.096
N -1.749272 -1.946577 0.202576 0.0 0.1 0.0 -0.038
H -1.121974 -5.236097 0.477284 0.0 0.0 0.0 0.125
H -3.608953 -5.316109 0.251518 0.0 0.0 0.0 0.134
H -4.862398 -3.163982 -0.020127 0.0 0.0 0.0 0.129
H -3.599694 -1.043501 -0.034735 0.0 -0.1 0.0 0.110
C 0.378424 -0.393545 -4.184625 0.0 0.0 0.0 -0.182
S -0.741394 -0.798365 -2.860274 0.0 -0.1 0.0 1.036
O -0.021902 -0.162344 -1.650753 0.0 0.1 -0.1 -0.565
C -2.123769 0.235345 -3.227699 0.0 0.0 0.0 -0.412
C -3.355201 -0.392347 -3.368907 0.0 0.0 0.0 -0.078
C -4.475305 0.377073 -3.650205 0.0 0.0 0.0 -0.045
C -4.351243 1.751171 -3.781102 0.0 0.0 0.0 -0.044
C -3.112754 2.369649 -3.635481 0.0 0.0 0.0 -0.048
C -1.988282 1.615265 -3.355749 0.0 0.0 0.0 -0.074
H 0.493813 0.685425 -4.257038 0.0 0.0 0.0 0.073
H -0.039294 -0.805929 -5.102569 0.0 0.0 0.0 0.083
H 1.330696 -0.865415 -3.951849 0.0 0.0 0.0 0.057
H -3.432091 -1.468913 -3.276067 0.0 0.0 0.0 0.113
H -5.440743 -0.094790 -3.766726 0.0 0.0 0.0 0.124
H -5.225611 2.347881 -4.000718 0.0 0.0 0.0 0.124
H -3.026470 3.442232 -3.746813 0.0 0.0 0.0 0.121
H -1.024299 2.092706 -3.227289 0.0 0.0 0.0 0.121
N -5.761444 3.860626 -0.002938 0.0 0.0 -0.1 0.209
C -4.949003 2.833150 -0.303381 0.0 0.0 0.0 -0.484
O -5.338659 1.781891 -0.777957 0.0 0.0 0.0 0.060
C -3.473942 3.009395 -0.024106 0.0 -0.1 0.0 -0.087
C -2.811930 4.193988 0.264714 0.0 0.0 0.0 0.037
C -1.439275 4.169731 0.478731 0.0 0.0 0.0 0.004
C -0.771400 2.963585 0.419747 0.0 0.0 0.1 -0.069
N -1.408164 1.817817 0.137837 -0.2 -0.1 0.0 0.016
C -2.720740 1.849563 -0.087548 -0.1 0.0 -0.2 -0.083
H -6.749661 3.744129 -0.160680 0.0 0.0 0.0 0.132
H -5.447051 4.710106 0.428150 0.0 0.0 0.0 0.105
H -3.335953 5.140052 0.312129 0.0 0.0 0.0 0.127
H -0.893136 5.075736 0.697607 0.0 0.0 0.0 0.127
H 0.291637 2.888637 0.610280 0.0 0.0 0.0 0.122
H -3.225987 0.926676 -0.351045 0.1 0.1 0.0 0.106
```
Positions in Å, forces in eV/Å.


Here is a structure of composition C33H36BrN9NaO7S3Se2 from OMol25. Energies are from wB97M-V/def2-TZVPD.

- spin multiplicity = 1
- relative energy (zero: lowest compared OMol25 entry of this formula, charge and spin) (kJ/mol) = 3.3
- orbital gap (eV) = 3.5
- largest force on an atom (eV/Å) = 0.8
- net charge = -1

The geometry in XYZ format:
```
92
Properties=species:S:1:pos:R:3:forces:R:3:lowdin_charge:R:1
Na 1.021046 0.449110 -0.102492 0.6 0.2 0.2 0.111
S -3.078412 1.047238 -6.887345 0.0 0.0 0.0 0.971
N -3.252001 1.983196 -5.579684 0.0 0.0 0.0 -0.228
C -2.199574 1.765156 -4.810813 0.0 0.0 0.1 -0.308
C -1.950698 2.377313 -3.517922 0.0 0.0 -0.1 -0.101
C -2.795985 3.333841 -2.957467 0.0 0.0 0.0 -0.006
C -2.496934 3.825691 -1.708562 0.0 0.0 0.0 -0.036
C -1.366982 3.334394 -1.051027 0.0 0.0 0.0 -0.104
N -0.545206 2.445424 -1.579649 0.0 0.0 0.0 0.155
C -0.814967 1.979731 -2.800981 0.1 -0.1 0.0 -0.147
C 0.142776 1.003601 -3.375942 0.0 0.0 -0.1 -0.163
N 1.211878 0.680312 -2.637588 -0.2 0.0 0.0 0.130
C 2.085630 -0.185393 -3.123710 0.1 0.0 0.0 -0.135
C 1.944019 -0.788313 -4.378235 0.0 0.0 0.0 -0.045
C 0.844762 -0.474856 -5.139088 0.0 -0.1 0.0 -0.001
C -0.085108 0.437721 -4.634089 0.0 0.1 -0.1 -0.106
C -1.289252 0.812782 -5.354194 0.0 0.0 0.0 -0.303
N -1.675143 0.330890 -6.522865 0.0 0.0 0.0 -0.224
H -3.667052 3.661774 -3.510232 0.0 0.0 0.0 0.114
H -3.120313 4.568363 -1.230020 0.0 0.0 0.0 0.105
H -1.125733 3.667881 -0.048841 0.0 0.0 0.0 0.101
H 2.936669 -0.390897 -2.476584 0.0 0.0 0.0 0.021
H 2.689206 -1.491265 -4.723045 0.0 0.0 0.0 0.109
H 0.673867 -0.921888 -6.110113 0.0 0.0 0.0 0.115
O 6.876266 2.673340 2.228781 0.0 0.0 0.0 -0.070
C 5.658106 2.523210 2.969997 0.1 0.0 0.0 -0.238
C 4.902123 1.257741 2.543459 0.0 0.0 -0.1 -0.564
C 5.901495 0.086932 2.609967 0.1 0.2 0.0 -0.224
O 5.274895 -1.166440 2.829800 0.1 0.0 0.1 -0.162
C 4.428707 1.485500 1.094628 0.0 -0.1 0.0 -0.550
Se 3.928691 -0.123233 0.049725 -0.1 0.2 -0.1 0.567
C 3.788685 1.130709 3.609871 -0.1 0.0 0.1 -0.596
Se 2.165123 0.006221 3.427345 0.0 0.1 -0.1 0.398
H 7.355484 3.417442 2.600186 0.0 0.0 0.0 0.076
H 5.011263 3.394933 2.806445 0.0 0.0 0.0 0.119
H 5.883042 2.458276 4.041837 0.0 0.0 0.0 0.121
H 6.602548 0.235582 3.437466 -0.1 0.0 0.0 0.125
H 6.478051 0.070635 1.678643 0.0 0.0 0.0 0.114
H 4.513599 -1.159447 2.212570 -0.2 0.2 0.1 -0.035
H 5.254921 1.939108 0.548115 0.0 0.1 0.0 0.041
H 3.605954 2.206682 1.097523 0.0 0.0 0.0 0.031
H 3.417807 2.146692 3.800793 0.0 0.0 0.0 0.032
H 4.271918 0.799020 4.531846 0.0 0.0 0.0 0.043
O 5.491353 -3.223203 1.184473 -0.2 -0.8 -0.2 0.046
C 4.154119 -3.373687 1.126220 0.5 0.1 0.0 -0.367
C 3.336496 -3.272612 2.244811 -0.1 -0.1 0.1 -0.037
C 1.970399 -3.345887 2.068522 0.1 0.0 0.0 -0.153
N 1.387016 -3.492376 0.876098 -0.2 0.0 0.1 0.033
C 2.200814 -3.577247 -0.146470 0.0 0.0 0.0 -0.735
Br 1.329877 -3.591009 -1.862934 0.0 -0.1 -0.2 0.718
C 3.575900 -3.579996 -0.123033 -0.2 0.1 -0.1 -0.086
H 5.707325 -2.745729 2.003688 0.1 0.4 0.1 0.084
H 3.745341 -3.055748 3.221995 0.0 0.0 0.0 0.115
H 1.312037 -3.242858 2.921703 0.0 0.0 0.0 0.103
H 4.175527 -3.609604 -1.018934 0.0 0.0 0.0 0.111
S 0.016213 3.430110 3.445345 0.0 -0.1 0.0 0.981
C -1.503772 2.685359 3.183558 0.0 0.0 0.0 -0.400
C -1.438848 1.892041 2.084744 -0.1 0.0 -0.1 -0.254
N -0.226512 1.867759 1.444314 0.1 0.2 0.2 -0.056
C 0.635656 2.603832 2.082464 -0.1 0.0 0.0 -0.537
H -2.335788 2.845338 3.847642 0.0 0.0 0.0 0.058
H -2.255355 1.302482 1.691721 0.0 0.0 0.0 0.087
H 1.667043 2.721473 1.786572 0.0 0.0 0.0 0.054
C -6.989663 1.255095 0.528142 0.0 0.0 0.0 -0.114
C -6.510716 0.145827 -0.399388 0.0 0.0 0.0 -0.304
S -5.053838 -0.609065 0.293808 0.0 0.0 0.1 0.643
O -5.389721 -1.150232 1.585772 0.0 0.0 0.0 -0.287
O -3.973754 0.338242 0.164286 0.0 0.0 0.0 -0.302
C -4.730757 -1.972666 -0.812320 0.1 0.0 0.0 -0.210
C -3.723571 -2.962283 -0.223322 0.0 0.1 0.0 -0.129
N -2.510628 -2.330797 0.271341 0.1 -0.1 0.0 0.051
C -1.628601 -1.623837 -0.478530 0.0 -0.1 0.0 -0.337
N -0.688456 -1.072827 0.253593 -0.1 -0.1 0.0 0.127
C -0.946392 -1.411579 1.546767 0.0 0.1 0.0 -0.030
C -2.068869 -2.180707 1.581231 -0.1 0.0 0.0 -0.135
N -2.647793 -2.809873 2.723611 0.1 0.0 -0.1 -0.332
O -2.302246 -2.398776 3.808650 0.0 0.0 0.1 0.107
O -3.428621 -3.739672 2.550111 0.0 0.0 0.0 0.049
C -1.730674 -1.468407 -1.953643 0.0 0.0 0.0 0.004
H -7.881037 1.722995 0.112620 0.0 0.0 0.0 0.077
H -6.219727 2.016870 0.644509 0.0 0.0 0.0 0.079
H -7.228564 0.854257 1.511624 0.0 0.0 0.0 0.078
H -6.220622 0.528345 -1.378598 0.0 0.0 0.0 0.104
H -7.255127 -0.642485 -0.514944 0.0 0.0 0.0 0.101
H -4.386404 -1.521624 -1.742602 0.0 0.0 0.0 0.093
H -5.676220 -2.488909 -0.982323 0.0 0.0 0.0 0.111
H -3.459786 -3.686691 -0.995490 0.0 0.0 0.0 0.135
H -4.165545 -3.495648 0.609430 0.0 0.0 0.0 0.106
H -0.307172 -1.105150 2.363298 0.0 0.0 0.0 0.079
H -2.216170 -2.322584 -2.426575 0.0 0.0 0.0 0.086
H -0.724196 -1.382016 -2.358130 0.0 0.0 0.0 0.045
H -2.285144 -0.558950 -2.203896 0.0 0.0 0.0 0.085
```
Positions in Å, forces in eV/Å.


Question: Among the records above, which one has the highest largest force on an atom?
Answer: C33H36BrN9NaO7S3Se2


Question: Which of these has the highest net charge?
Answer: C33H36BrInN4O3SSi